No. 1
{"formula": "C38H28F3MgO3P2S", "method": "wB97M-V/def2-TZVPD", "relative_energy_kj_mol": 38.8, "fmax_ha_per_bohr": 0.0241, "total_charge": 1, "elements": ["Mg", "O", "S", "C", "C", "C", "C", "C", "C", "P", "C", "C", "C", "C", "C", "C", "C", "C", "C", "C", "C", "C", "C", "C", "C", "C", "C", "C", "P", "C", "C", "C", "C", "C", "C", "C", "C", "C", "C", "C", "C", "H", "H", "H", "H", "H", "H", "H", "H", "H", "H", "H", "H", "H", "H", "H", "H", "H", "H", "H", "H", "H", "H", "H", "H", "H", "H", "H", "H", "F", "C", "F", "F", "C", "O", "O"], "coordinates": [[0.2309, -0.2676, -1.5326], [-1.4965, -3.5449, -1.3229], [-1.0853, -2.3049, -0.6635], [-2.5635, -1.6495, 0.1516], [-3.5321, -2.5601, 0.5476], [-4.6914, -2.1118, 1.1537], [-4.8925, -0.7504, 1.3451], [-3.9491, 0.1592, 0.9012], [-2.7756, -0.2769, 0.2849], [-1.6254, 0.9503, -0.4299], [-2.5346, 1.6492, -1.8337], [-3.6778, 1.0629, -2.3662], [-4.2673, 1.6116, -3.4964], [-3.7192, 2.7340, -4.0965], [-2.5695, 3.3140, -3.5751], [-1.9721, 2.7689, -2.4528], [-1.6130, 2.2357, 0.8579], [-0.8474, 1.9792, 1.9945], [-0.8576, 2.8685, 3.0551], [-1.6269, 4.0219, 2.9822], [-2.3824, 4.2839, 1.8489], [-2.3780, 3.3953, 0.7833], [-0.1305, -2.8493, 0.7925], [-0.6012, -3.9699, 1.4633], [0.1639, -4.5619, 2.4506], [1.4272, -4.0643, 2.7463], [1.9130, -2.9675, 2.0596], [1.1334, -2.3332, 1.0891], [1.8369, -0.9339, 0.1673], [2.2449, 0.3610, 1.3702], [2.5930, 1.5979, 0.8187], [2.8848, 2.6733, 1.6401], [2.8107, 2.5273, 3.0187], [2.4457, 1.3085, 3.5702], [2.1605, 0.2240, 2.7521], [3.3949, -1.6015, -0.4769], [3.2889, -2.7105, -1.3190], [4.4134, -3.1971, -1.9612], [5.6414, -2.5766, -1.7703], [5.7473, -1.4783, -0.9312], [4.6236, -0.9811, -0.2853], [-3.3858, -3.6123, 0.3407], [-5.4427, -2.8247, 1.4653], [-5.7991, -0.3964, 1.8174], [-4.1269, 1.2206, 1.0162], [-4.1052, 0.1804, -1.9078], [-5.1578, 1.1557, -3.9083], [-4.1845, 3.1571, -4.9768], [-2.1360, 4.1865, -4.0457], [-1.0701, 3.2114, -2.0434], [-0.2503, 1.0755, 2.0456], [-0.2639, 2.6611, 3.9359], [-1.6359, 4.7184, 3.8103], [-2.9835, 5.1820, 1.7935], [-2.9684, 3.6040, -0.0994], [-1.5495, -4.4023, 1.1762], [-0.2142, -5.4352, 2.9647], [2.0401, -4.5493, 3.4944], [2.9171, -2.6067, 2.2478], [2.6370, 1.7102, -0.2605], [3.1648, 3.6236, 1.2051], [3.0336, 3.3678, 3.6626], [2.3809, 1.1955, 4.6447], [1.8631, -0.7164, 3.1952], [2.3274, -3.1926, -1.4689], [4.3297, -4.0534, -2.6168], [6.5178, -2.9527, -2.2811], [6.7075, -1.0023, -0.7834], [4.7037, -0.1203, 0.3658], [2.2978, 1.4002, -4.5601], [1.7049, 0.7122, -3.6202], [0.9639, 1.5939, -2.8428], [2.6537, 0.2495, -2.7534], [0.8216, -0.5234, -4.0729], [1.2015, -1.1632, -5.0119], [-0.1578, -0.6902, -3.2593]], "atomic_forces_ev_per_a": [[-0.13, 0.66, 0.54], [-0.01, -0.20, -0.41], [-0.38, -0.35, 1.13], [0.02, 0.28, -0.12], [0.09, -0.20, -0.07], [0.00, 0.02, 0.00], [-0.02, 0.00, 0.01], [0.04, -0.03, 0.00], [0.10, -0.11, -0.07], [-0.76, 0.41, 0.48], [0.09, 0.03, -0.07], [0.06, 0.01, 0.05], [-0.05, -0.02, -0.02], [-0.02, 0.00, -0.02], [0.04, 0.03, 0.02], [-0.04, -0.09, 0.04], [0.20, -0.06, -0.06], [-0.05, -0.01, -0.08], [0.02, -0.02, 0.03], [0.00, 0.01, 0.01], [-0.02, 0.05, 0.01], [0.00, -0.05, -0.04], [0.19, 0.12, -0.08], [-0.14, -0.03, -0.06], [-0.05, -0.01, -0.03], [0.04, 0.01, 0.02], [-0.04, 0.00, -0.02], [-0.11, 0.06, -0.11], [0.70, -0.39, 0.65], [-0.09, 0.12, -0.17], [-0.03, -0.10, 0.03], [0.03, 0.02, -0.03], [0.01, 0.01, 0.00], [0.00, -0.02, 0.04], [0.04, -0.04, -0.05], [-0.04, 0.04, -0.09], [0.03, 0.08, 0.07], [-0.05, -0.05, -0.01], [0.03, 0.00, 0.00], [0.05, 0.00, -0.01], [-0.10, -0.06, 0.06], [-0.02, 0.01, 0.01], [0.00, 0.01, 0.00], [0.00, 0.00, 0.00], [0.00, 0.02, 0.02], [-0.03, 0.01, -0.02], [0.01, 0.00, -0.01], [0.00, -0.01, 0.00], [-0.01, -0.01, 0.00], [-0.01, 0.05, -0.05], [-0.01, 0.04, 0.07], [-0.02, 0.01, -0.01], [-0.01, 0.00, -0.01], [0.01, 0.00, 0.00], [-0.02, 0.01, 0.01], [0.02, -0.03, 0.03], [0.02, 0.01, 0.01], [0.00, 0.01, -0.01], [0.00, -0.03, 0.03], [0.03, 0.06, 0.00], [-0.01, 0.00, 0.01], [0.00, 0.00, 0.00], [0.01, 0.01, 0.00], [0.00, 0.01, 0.02], [0.02, -0.03, -0.05], [0.01, 0.01, 0.00], [0.00, 0.00, 0.01], [-0.01, 0.01, 0.01], [0.04, 0.02, -0.01], [-0.13, -0.05, 0.01], [0.21, -0.09, -0.24], [0.13, -0.21, 0.02], [-0.09, 0.07, -0.10], [0.40, 0.35, -0.38], [-0.16, 0.16, 0.04], [-0.05, -0.56, -0.99]], "lowdin_charge": [0.426, -0.411, 0.911, -0.334, -0.058, -0.035, -0.039, -0.062, -0.343, 1.071, -0.368, -0.061, -0.055, -0.058, -0.058, -0.114, -0.353, -0.090, -0.064, -0.060, -0.059, -0.081, -0.318, -0.051, -0.033, -0.038, -0.081, -0.343, 1.053, -0.375, -0.104, -0.054, -0.064, -0.069, -0.082, -0.368, -0.085, -0.054, -0.058, -0.059, -0.073, 0.112, 0.119, 0.118, 0.116, 0.109, 0.113, 0.113, 0.114, 0.110, 0.087, 0.105, 0.112, 0.113, 0.107, 0.108, 0.120, 0.119, 0.121, 0.105, 0.116, 0.115, 0.115, 0.099, 0.116, 0.116, 0.113, 0.112, 0.104, 0.219, -0.496, 0.071, 0.113, -0.542, 0.160, -0.099]}


No. 2
{"formula": "C38H29AsCoF5NOPSe", "method": "wB97M-V/def2-TZVPD", "fmax_ha_per_bohr": 0.0814, "total_charge": -1, "e_tot_ha": -8455.9211, "multiplicity": 4, "elements": ["Co", "C", "C", "C", "C", "C", "C", "P", "C", "C", "C", "C", "C", "C", "C", "C", "C", "C", "C", "C", "C", "C", "C", "C", "H", "H", "H", "H", "H", "H", "H", "H", "H", "H", "H", "H", "H", "H", "H", "H", "Se", "C", "N", "F", "C", "C", "F", "C", "F", "C", "O", "C", "F", "C", "F", "C", "As", "C", "C", "C", "C", "C", "C", "C", "C", "H", "H", "H", "H", "H", "H", "H", "H", "H", "H", "H", "H", "H"], "coordinates": [[0.1621, 0.6239, 0.0217], [2.7101, -2.2235, 4.9035], [2.6769, -3.1722, 3.8623], [2.3587, -2.7320, 2.5603], [2.0638, -1.4338, 2.2512], [2.0065, -0.4836, 3.2828], [2.3284, -0.9331, 4.5926], [1.7966, -0.8373, 0.5894], [1.7055, -2.2427, -0.4926], [2.2934, -2.2093, -1.6807], [2.0431, -3.3927, -2.6330], [0.9217, -4.2979, -2.2790], [0.3713, -4.2356, -1.0206], [0.7978, -3.2587, -0.1315], [3.2320, 0.2071, 0.4327], [4.5401, -0.1754, 0.7498], [5.6650, 0.6981, 0.5860], [5.3828, 1.9793, 0.2076], [4.0568, 2.4856, 0.0653], [3.7420, 3.7260, -0.4658], [2.4353, 4.0957, -0.6512], [1.3603, 3.2449, -0.3706], [1.6111, 1.9179, -0.1041], [2.9468, 1.6325, 0.2140], [3.1722, -2.5613, 5.8639], [2.7219, -4.2050, 4.1344], [2.3875, -3.4677, 1.7455], [1.7400, 0.5767, 3.0755], [2.3038, -0.1679, 5.3652], [3.1479, -1.5266, -1.9901], [2.9159, -4.0040, -2.6842], [0.6749, -5.0265, -3.0409], [-0.3841, -4.9964, -0.8081], [0.5793, -3.2434, 0.9286], [4.6139, -1.1186, 1.2300], [6.6557, 0.2696, 0.7418], [6.1426, 2.6685, -0.1768], [4.5561, 4.3404, -0.8383], [2.2206, 5.1373, -0.8033], [0.3079, 3.5173, -0.4068], [0.4212, 0.3176, -2.2188], [1.8473, -2.9066, -4.0077], [1.5176, -2.4936, -5.0553], [-3.0035, -3.9709, 3.8226], [-2.4092, -2.9063, 3.3279], [-1.9490, -1.8994, 4.1140], [-2.0894, -2.0722, 5.4374], [-1.5329, -0.7128, 3.5693], [-1.3197, 0.3282, 4.3995], [-1.4421, -0.5348, 2.1378], [-0.9681, 0.5657, 1.6335], [-2.0451, -1.5665, 1.3784], [-2.4345, -1.2744, 0.1038], [-2.3294, -2.7663, 1.9700], [-2.6689, -3.8487, 1.1720], [-1.4852, 1.9807, -4.6626], [-1.7442, 1.2869, -2.8154], [-2.8685, -0.2850, -2.9673], [-2.2177, 2.5328, -1.3572], [-3.6598, 2.7421, -1.2188], [-4.1481, 3.9310, -1.7538], [-5.4999, 4.2876, -1.6140], [-6.3353, 3.5123, -0.8194], [-5.8376, 2.3733, -0.2343], [-4.5170, 1.9230, -0.4697], [-0.4609, 2.3273, -4.9888], [-2.2010, 2.7289, -4.8732], [-1.6252, 1.1767, -5.4013], [-2.2554, -1.2272, -3.0785], [-3.6705, -0.2156, -3.6945], [-3.3177, -0.4413, -1.9663], [-1.6772, 3.4461, -1.6048], [-1.7255, 2.1431, -0.4386], [-3.4980, 4.5546, -2.2992], [-5.8434, 5.1252, -2.2323], [-7.3539, 3.7975, -0.5856], [-6.4189, 1.9041, 0.5599], [-4.1977, 0.9612, -0.0949]], "atomic_forces_ev_per_a": [[0.58, -0.80, 1.03], [0.68, -1.28, -0.60], [-0.89, 1.59, 0.00], [0.64, -2.18, 0.62], [-0.04, 0.78, 0.59], [0.12, -0.73, 0.98], [-0.09, 1.82, -0.47], [-1.61, 1.19, 0.22], [0.95, 0.32, 0.57], [1.88, -0.75, -2.22], [-0.21, 1.46, -0.34], [-0.33, 0.10, 0.74], [-0.08, -0.86, -1.40], [-0.21, -0.11, 1.10], [2.39, 1.55, 0.63], [-1.23, 0.86, -0.32], [-1.24, -0.52, 0.24], [0.42, 0.69, -0.70], [-0.22, -1.12, -0.43], [0.61, 0.91, -0.53], [-0.53, 0.82, 0.86], [0.40, -0.39, -0.22], [-0.64, 1.09, 1.62], [0.70, -3.23, -0.84], [-0.99, 0.67, -0.62], [0.56, -0.57, -0.29], [0.04, 0.24, 0.49], [0.17, -0.94, 0.23], [0.09, -0.16, 0.06], [-1.44, -0.66, 0.59], [1.19, -0.53, 0.10], [-0.29, -0.08, 0.24], [0.18, 0.43, 0.44], [-0.87, -0.35, -0.24], [0.62, -1.05, -0.03], [-0.13, 0.46, -0.14], [0.16, -0.24, 0.56], [-0.05, 0.37, 0.34], [0.02, 0.45, -0.70], [0.23, 0.69, -0.29], [-2.01, 0.46, -1.91], [-1.35, 1.34, -2.65], [1.10, -1.13, 2.38], [-0.21, -1.36, 0.81], [0.44, -0.23, -1.13], [-0.41, 0.56, 0.87], [0.13, 0.32, 0.37], [0.24, 0.20, -0.96], [0.38, -0.19, -0.28], [-0.12, 1.23, 0.63], [-1.18, -0.46, 0.57], [0.56, 1.11, 0.07], [0.68, -0.62, 0.30], [-1.00, -1.33, -1.72], [-0.10, 1.01, 0.72], [0.96, -0.45, -0.60], [3.69, -1.91, -0.47], [-0.41, -1.00, 1.18], [0.91, -0.78, -0.24], [-0.84, 0.64, 0.62], [-2.08, -0.63, 0.54], [0.74, -0.03, -0.89], [-0.01, 0.51, -0.08], [1.12, -0.75, 0.76], [-0.80, 0.76, -0.42], [-0.90, -0.10, 1.40], [-0.78, 0.98, -0.36], [-0.43, -0.19, 0.67], [-0.26, 1.43, -0.32], [-0.01, 0.05, -0.16], [0.02, 0.28, -0.48], [-0.11, 0.05, -0.10], [-0.30, -0.24, -0.62], [0.68, 0.69, -0.62], [-0.11, -0.12, 0.68], [0.02, 0.15, -0.22], [-0.03, -0.33, -0.53], [0.24, 0.10, 0.32]], "lowdin_charge": [-0.099, -0.107, -0.078, -0.108, -0.362, -0.053, -0.091, 1.011, -0.433, -0.110, -0.302, -0.049, -0.070, -0.092, -0.267, -0.077, -0.086, -0.053, -0.197, -0.090, -0.107, -0.135, -0.301, -0.192, 0.108, 0.085, 0.097, 0.132, 0.097, 0.141, 0.135, 0.106, 0.110, 0.086, 0.083, 0.093, 0.104, 0.097, 0.083, 0.066, 0.442, -0.203, 0.141, 0.119, -0.213, -0.170, 0.099, -0.132, 0.087, -0.292, -0.150, -0.148, 0.053, -0.133, 0.055, -0.273, 0.970, -0.285, -0.286, -0.317, -0.052, -0.080, -0.115, -0.085, -0.010, 0.053, -0.014, 0.032, 0.052, 0.022, 0.010, 0.076, 0.067, 0.094, 0.103, 0.098, 0.105, 0.105]}


No. 3
{"formula": "C38H29BrNO6PtSeTe", "method": "wB97M-V/def2-TZVPD", "relative_energy_kj_mol": 32.8, "fmax_ha_per_bohr": 0.0302, "total_charge": -2, "multiplicity": 2, "elements": ["Pt", "Br", "C", "C", "C", "C", "C", "C", "C", "C", "C", "C", "H", "H", "H", "H", "H", "H", "O", "C", "C", "O", "C", "C", "O", "C", "O", "O", "Se", "C", "C", "C", "C", "C", "C", "Te", "N", "C", "O", "C", "C", "C", "C", "C", "C", "C", "C", "C", "C", "C", "C", "C", "C", "C", "C", "H", "H", "H", "H", "H", "H", "H", "H", "H", "H", "H", "H", "H", "H", "H", "H", "H", "H", "H", "H", "H", "H", "H"], "coordinates": [[0.6245, -2.0279, -0.3168], [1.5190, -4.0186, -2.3424], [3.2665, -3.7904, -1.6415], [4.2535, -4.4291, -2.3402], [5.5965, -4.3107, -1.9391], [5.8995, -3.5826, -0.8311], [4.8900, -2.9279, -0.0828], [5.2555, -2.1947, 1.0702], [4.3072, -1.5182, 1.7724], [2.9651, -1.5292, 1.3466], [2.5322, -2.2429, 0.2532], [3.5223, -2.9778, -0.4926], [3.9941, -5.0232, -3.2054], [6.3743, -4.7927, -2.5186], [6.9282, -3.4702, -0.5072], [6.2991, -2.1766, 1.3645], [4.5731, -0.9581, 2.6614], [2.2595, -0.9524, 1.9230], [-3.8100, -5.9870, 1.1773], [-2.9433, -5.3118, 0.6606], [-3.1483, -4.0496, -0.1595], [-4.1954, -3.6741, -0.6548], [-1.8253, -3.4062, -0.1964], [-0.8750, -4.2221, 0.4433], [0.3078, -3.7935, 0.7270], [-1.4464, -5.5161, 0.7923], [-0.8851, -6.5528, 1.1081], [-1.5282, -2.2604, -0.6631], [0.7292, -0.3413, -2.0460], [-0.7113, 7.2723, -3.6374], [-0.5469, 5.9573, -2.9197], [0.0755, 4.8755, -3.5197], [0.2307, 3.6581, -2.8570], [0.9409, 2.5584, -3.5942], [-0.2593, 3.4861, -1.5512], [-0.0208, 1.4717, -0.3003], [-0.0694, -0.3862, 0.9238], [0.1207, -0.0644, 2.1879], [0.3032, 1.1114, 2.6072], [0.0509, -1.1460, 3.2397], [0.7235, -0.9740, 4.4462], [0.6824, -1.9616, 5.4168], [-0.0432, -3.1272, 5.1921], [-0.7420, -3.2873, 4.0055], [-0.6972, -2.2951, 3.0361], [-2.0977, 1.5933, 0.1176], [-2.4810, 1.6444, 1.4512], [-3.8179, 1.7795, 1.7905], [-4.7760, 1.8667, 0.7939], [-4.3929, 1.7815, -0.5342], [-3.0573, 1.6265, -0.9007], [-2.7116, 1.4853, -2.3570], [-0.8415, 4.5996, -0.9277], [-1.3114, 4.5626, 0.5084], [-0.9885, 5.8007, -1.6170], [-0.4862, 7.1716, -4.6995], [-0.0457, 8.0340, -3.2233], [-1.7326, 7.6456, -3.5389], [0.4625, 4.9804, -4.5296], [1.3349, 2.9186, -4.5459], [0.2732, 1.7195, -3.7944], [1.7696, 2.1602, -3.0105], [1.2758, -0.0557, 4.5987], [1.2092, -1.8228, 6.3540], [-0.0623, -3.9085, 5.9428], [-1.3244, -4.1832, 3.8296], [-1.2610, -2.3925, 2.1200], [-1.7256, 1.6072, 2.2253], [-4.1040, 1.8212, 2.8343], [-5.8223, 1.9863, 1.0484], [-5.1460, 1.8269, -1.3125], [-3.6160, 1.3496, -2.9505], [-2.0677, 0.6174, -2.5128], [-2.1799, 2.3651, -2.7216], [-0.6360, 3.9741, 1.1311], [-2.3021, 4.1160, 0.5901], [-1.3625, 5.5752, 0.9124], [-1.4532, 6.6433, -1.1107]], "atomic_forces_ev_per_a": [[-0.87, -1.14, 0.60], [-0.08, -0.14, -0.09], [0.11, 0.21, -0.01], [-0.05, 0.01, 0.04], [0.00, -0.02, -0.03], [0.01, 0.04, 0.02], [0.01, -0.01, 0.02], [0.05, 0.02, -0.06], [-0.07, -0.12, 0.06], [0.04, -0.19, 0.13], [0.45, 1.06, -0.88], [-0.12, -0.19, 0.09], [-0.01, 0.01, -0.01], [0.00, -0.03, 0.01], [0.00, -0.04, 0.04], [0.00, -0.01, 0.00], [0.00, 0.03, -0.02], [-0.01, 0.05, -0.10], [0.16, 0.03, -0.26], [-0.13, 0.01, 0.17], [-0.05, -0.02, -0.13], [0.09, -0.03, 0.12], [-0.21, 0.00, -0.03], [-0.26, -0.09, 0.50], [0.38, -0.33, -0.14], [0.03, -0.13, -0.21], [-0.03, 0.08, 0.22], [0.06, 0.16, -0.46], [-0.06, 0.80, 0.48], [0.00, -0.03, 0.05], [-0.04, 0.05, -0.05], [0.07, 0.02, 0.02], [-0.06, 0.21, 0.07], [-0.02, -0.02, -0.02], [-0.17, -0.57, -0.71], [1.14, -0.08, 0.85], [-0.10, 0.68, -0.07], [-0.04, -0.17, -0.02], [-0.11, 0.21, 0.13], [0.15, -0.06, -0.07], [0.04, -0.03, -0.01], [-0.03, -0.01, 0.01], [0.02, 0.00, 0.03], [-0.06, 0.02, 0.01], [-0.10, 0.01, 0.07], [-0.28, -0.26, -0.60], [0.06, 0.01, 0.05], [0.02, 0.04, 0.03], [-0.03, 0.01, -0.03], [-0.03, 0.04, 0.04], [0.02, 0.05, 0.01], [0.02, -0.05, 0.02], [0.06, -0.14, 0.20], [-0.02, 0.03, -0.10], [0.04, 0.07, 0.03], [0.00, 0.00, -0.02], [0.01, 0.01, -0.02], [-0.01, 0.02, -0.02], [-0.01, -0.01, -0.03], [-0.01, 0.01, -0.03], [-0.01, -0.01, -0.04], [0.02, -0.02, -0.01], [0.00, 0.03, 0.00], [0.04, -0.02, 0.00], [-0.02, 0.00, 0.02], [0.02, -0.03, -0.02], [0.02, 0.01, 0.00], [0.03, -0.03, 0.02], [0.01, 0.00, 0.01], [-0.02, -0.02, 0.00], [0.00, -0.05, -0.02], [-0.02, 0.00, 0.01], [-0.02, 0.00, -0.02], [-0.01, 0.01, -0.03], [-0.03, 0.00, 0.07], [-0.01, 0.03, 0.04], [0.03, 0.01, 0.03], [-0.01, 0.01, 0.03]], "lowdin_charge": [0.911, 0.823, -0.570, -0.164, -0.107, -0.062, -0.176, -0.070, -0.078, -0.085, -0.274, -0.182, 0.082, 0.092, 0.101, 0.097, 0.100, 0.073, 0.082, -0.271, -0.291, 0.074, -0.338, -0.344, -0.182, -0.310, 0.058, -0.162, 0.196, -0.072, -0.296, -0.041, -0.317, -0.130, -0.267, 1.481, -0.316, -0.707, -0.140, -0.154, -0.044, -0.107, -0.109, -0.066, -0.022, -0.374, -0.126, -0.089, -0.098, -0.058, -0.284, -0.061, -0.294, -0.066, -0.042, 0.064, 0.071, 0.069, 0.101, 0.067, 0.021, 0.036, 0.106, 0.086, 0.088, 0.106, 0.097, 0.085, 0.097, 0.092, 0.101, 0.075, 0.040, 0.065, 0.064, 0.069, 0.070, 0.108]}